This record from the OMol25 dataset describes C16H19AuNOS as an isolated structure. The level of theory is ωB97M-V with the def2-TZVPD basis set.

Last column: Mulliken charge in e.
Element x y z (Å)
Au  -0.01  -0.01  -0.39  0.14
C  0.26  -0.20  4.83  -1.08
S  0.04  -0.45  3.06  0.54
C  -1.15  0.90  2.80  -0.66
O  -0.73  -1.72  2.94  -0.66
H  -0.72  -0.29  5.31  0.32
H  0.71  0.77  5.01  0.37
H  0.92  -0.99  5.17  0.32
H  -1.33  1.45  3.72  0.46
H  -2.06  0.41  2.45  0.20
H  -0.78  1.55  2.01  0.06
C  1.97  -0.01  -0.32  -0.66
C  3.18  0.03  -0.26  -0.35
C  4.61  0.07  -0.18  0.80
C  5.26  0.28  1.04  -0.47
C  6.64  0.33  1.12  -0.35
C  7.42  0.17  -0.03  -0.45
C  6.78  -0.03  -1.25  -0.34
C  5.40  -0.08  -1.32  -0.46
H  4.66  0.40  1.93  0.42
H  7.12  0.49  2.07  0.35
H  8.50  0.21  0.03  0.35
H  7.37  -0.16  -2.15  0.35
H  4.91  -0.24  -2.28  0.40
C  -2.15  2.59  -0.64  -1.37
C  -2.80  1.26  -0.39  0.48
C  -4.12  0.98  -0.14  -0.65
C  -4.21  -0.43  0.02  -0.59
C  -2.94  -0.93  -0.13  0.48
C  -2.46  -2.34  -0.05  -1.28
N  -2.07  0.10  -0.38  -0.18
H  -2.88  3.31  -1.00  0.37
H  -1.36  2.50  -1.38  0.27
H  -1.69  3.01  0.27  0.22
H  -4.93  1.70  -0.11  0.43
H  -5.10  -1.02  0.23  0.41
H  -3.32  -3.02  0.02  0.33
H  -1.83  -2.50  0.83  0.21
H  -1.88  -2.62  -0.93  0.26

Output
ΔE to the lowest compared entry with this formula, charge and spin = 0.00 kJ/mol
F_max = 0.433 eV/A
Lowest unoccupied orbital energy = 2.71 eV
Net charge = -1
2S+1 = 1
HOMO energy = -3.9 eV
E_tot = -34965.432 eV
HOMO-LUMO gap = 0.2425 Eh